{"formula": "C9H23BrN5O2S", "method": "ωB97M-V/def2-TZVPD", "spin_multiplicity": 1, "total_charge": -1, "symbols": ["Br", "S", "O", "O", "N", "N", "N", "N", "N", "C", "C", "C", "C", "C", "C", "C", "C", "C", "H", "H", "H", "H", "H", "H", "H", "H", "H", "H", "H", "H", "H", "H", "H", "H", "H", "H", "H", "H", "H", "H", "H"], "xyz": [[3.13, -0.28, 5.04], [-0.98, -0.17, 0.13], [-4.49, -2.83, -0.73], [0.70, 2.26, -5.02], [2.46, 0.86, -4.72], [-4.25, -4.71, 0.51], [-2.55, -3.16, 0.42], [1.31, 0.90, -6.73], [-0.11, 0.06, 4.10], [-0.08, 1.02, -0.90], [-0.86, 1.40, -2.13], [-0.86, 0.38, 1.85], [0.19, -0.33, 2.70], [-3.80, -3.51, 0.01], [1.57, 0.20, 2.29], [2.71, 1.47, 4.31], [1.44, 1.41, -5.46], [2.00, 1.52, 2.94], [0.84, 0.53, -1.21], [-1.82, 0.15, 2.29], [2.15, 2.02, 5.04], [1.91, 0.19, -7.10], [2.56, 1.20, -3.77], [-0.20, 1.87, -2.87], [-5.17, -5.01, 0.24], [-3.71, -5.29, 1.13], [-0.77, 1.49, 1.89], [1.48, 0.40, 1.22], [-0.50, 1.01, 4.18], [-2.00, -3.73, 1.02], [2.65, 2.06, 2.26], [-1.31, 0.53, -2.59], [0.21, 1.89, -0.32], [2.36, -0.55, 2.37], [3.66, 1.96, 4.21], [0.57, 1.27, -7.29], [-1.65, 2.10, -1.90], [-0.80, -0.56, 4.49], [3.07, 0.15, -5.06], [-2.15, -2.28, 0.10], [1.09, 2.12, 3.04]], "lowdin_charge": [0.5714, 0.8530, 0.0083, 0.0262, 0.1529, 0.1245, 0.1589, 0.1409, -0.0690, -0.5738, -0.1864, -0.5677, -0.4829, -0.6917, -0.2926, -0.6086, -0.6797, -0.2866, 0.0459, 0.0426, 0.0387, 0.0854, 0.1034, 0.0354, 0.0870, 0.0798, 0.0598, 0.0565, 0.0342, 0.0885, 0.0885, 0.0594, 0.0672, 0.0467, 0.0249, 0.0980, 0.0651, 0.0307, 0.0885, -0.0029, 0.0796]}

{"formula": "C9H23BrNbO8S3", "method": "ωB97M-V/def2-TZVPD", "spin_multiplicity": 1, "total_charge": -1, "symbols": ["Nb", "Br", "S", "S", "S", "O", "O", "O", "O", "O", "O", "O", "O", "C", "C", "C", "C", "C", "C", "C", "C", "C", "H", "H", "H", "H", "H", "H", "H", "H", "H", "H", "H", "H", "H", "H", "H", "H", "H", "H", "H", "H", "H", "H", "H"], "xyz": [[0.72, -1.11, 1.67], [-3.30, -2.00, 2.59], [-1.16, 0.03, 0.45], [3.91, 4.08, -0.04], [-2.48, 2.05, -2.63], [-2.58, 0.42, -2.63], [2.95, 5.22, 0.63], [4.48, 4.62, -1.26], [4.70, 3.48, 1.00], [-3.17, 2.31, -4.08], [2.73, 3.03, -0.45], [-1.08, 2.41, -2.72], [-3.36, 2.56, -1.60], [-0.45, -3.03, 2.02], [3.81, -2.28, 1.57], [1.53, 3.38, 0.23], [-1.98, -3.03, 1.43], [-3.21, 1.08, -4.80], [2.57, -2.05, 2.67], [1.59, 4.90, 0.37], [-3.38, 0.00, -3.73], [-2.50, -4.62, 1.53], [-2.88, -5.04, 0.51], [-3.06, -0.98, -4.09], [1.71, 0.42, 1.50], [3.44, -2.18, 0.46], [0.14, -3.90, 1.46], [0.65, 3.05, -0.32], [1.30, 5.39, -0.57], [2.95, -1.43, 3.61], [4.32, -3.35, 1.71], [-1.64, -5.29, 2.02], [-0.49, -3.38, 3.16], [1.55, 2.90, 1.22], [0.95, 5.27, 1.18], [-3.40, -4.69, 2.31], [-2.07, -2.74, 0.29], [-4.42, -0.06, -3.39], [-2.26, 0.96, -5.33], [-4.03, 1.08, -5.52], [2.30, -3.13, 3.09], [1.36, -1.65, 0.05], [4.62, -1.47, 1.83], [-1.54, -0.69, -0.71], [0.16, -0.54, 3.31]], "lowdin_charge": [1.0643, 0.4721, 0.0524, 0.6695, 0.6472, -0.2363, -0.2064, -0.2538, -0.2420, -0.1998, -0.1952, -0.2414, -0.2375, -0.5074, -0.2739, -0.1866, -0.7860, -0.1816, -0.4950, -0.1773, -0.1725, -0.2189, 0.0652, 0.1370, -0.1491, 0.0058, 0.0578, 0.1232, 0.1280, 0.0323, 0.0529, 0.0737, 0.0584, 0.1070, 0.1337, 0.0403, 0.0599, 0.1328, 0.1316, 0.1325, 0.0262, -0.1409, 0.0533, -0.2124, -0.1431]}

no.,LUMO (eV),HOMO energy (eV)
1,2.291,-1.6
2,2.056,-4.8